This record from OMol25 describes a structure of composition C27H24Cl5N7NiO6S2. The level of theory is ωB97M-V with the def2-TZVPD basis set.

The geometry in XYZ format:
```
72
Properties=species:S:1:pos:R:3
Ni -0.86354 -0.61089 -0.65346
N 5.81650 -1.37146 3.21673
C 4.53474 -1.72984 2.81729
C 4.32013 -2.90662 2.09563
C 3.04194 -3.27509 1.72100
C 1.96541 -2.47354 2.07584
C 2.16002 -1.30668 2.80626
C 3.43870 -0.94091 3.17546
S 0.35308 -2.88365 1.52008
O 0.31807 -4.27892 1.20073
O -0.59924 -2.34136 2.44705
N 0.18948 -2.00427 0.14253
C 0.73178 -2.37465 -1.03071
N 0.19526 -1.57241 -1.98922
C 0.68015 -1.64815 -3.21697
C 1.65173 -2.57650 -3.53504
C 2.10572 -3.38022 -2.49435
N 1.67699 -3.28745 -1.24495
H 6.56470 -1.75703 2.66415
H 5.94708 -0.39208 3.41159
H 5.16477 -3.52995 1.82657
H 2.86554 -4.17481 1.14843
H 1.31591 -0.67857 3.05876
H 3.59711 -0.02568 3.73349
H 0.29335 -0.95523 -3.95215
H 2.04844 -2.66004 -4.53459
H 2.87105 -4.12781 -2.67620
Cl 4.77086 5.34725 -1.10203
C 3.54853 4.16979 -1.40943
C 3.48845 2.98643 -0.65893
Cl 4.67118 2.70504 0.56414
C 2.50361 2.04810 -0.88618
Cl 2.43516 0.58334 0.01517
C 1.48400 2.22841 -1.87443
O 0.55687 1.38130 -2.05320
C 1.61549 3.42194 -2.62664
Cl 0.48502 3.65206 -3.94644
C 2.60452 4.37252 -2.40455
Cl 2.65997 5.80624 -3.36457
O -0.34323 0.82586 2.34460
C -1.39172 0.25837 2.14003
N -1.87445 -0.07407 0.89065
S -3.34350 -0.78812 0.94211
O -3.30771 -2.10460 0.36727
O -4.32190 0.11137 0.34779
C -3.49302 -0.76090 2.69138
C -4.50978 -1.24379 3.48890
C -4.37261 -1.06364 4.85935
C -3.25882 -0.41611 5.38879
C -2.24959 0.06264 4.56413
C -2.38112 -0.12290 3.20207
H -5.36762 -1.74999 3.06802
H -5.13950 -1.43687 5.52510
H -3.17802 -0.29455 6.46103
H -1.37051 0.55427 4.95862
N -2.65882 2.72243 -3.44110
C -3.11253 2.77880 -2.01325
C -2.23329 1.86231 -1.19440
N -2.20550 0.47554 -1.71163
C -1.94369 0.40497 -3.15772
C -2.82386 1.33399 -3.97407
H -1.65081 2.97552 -3.48102
H -3.16546 3.39509 -4.01336
H -4.16061 2.47637 -1.99396
H -3.02437 3.80737 -1.66855
H -2.60915 1.83891 -0.17798
H -1.20469 2.22033 -1.18576
H -3.10248 0.03491 -1.50039
H -2.10791 -0.61928 -3.49057
H -0.89748 0.67700 -3.29997
H -3.88451 1.08940 -3.90330
H -2.52025 1.33078 -5.01966
```

Results
Multiplicity: 1
Orbital gap: 6.612 eV
Lowest unoccupied orbital energy: -0.797 eV
E: -6483.70724 a.u.
Molar mass: 842.6 g/mol